1.
Here is C9H2N2O8PtS as an isolated structure from OMol25. Energies are from ωB97M-V/def2-TZVPD.

charge: +1
⟨S²⟩: 0.77
molar mass: 493.27 u
multiplicity: 2
energy above the lowest of the compared OMol25 structures with the same formula, charge and spin: 7.42 kcal/mol
energy: -1572.5862 Eh
HOMO-LUMO gap (alpha / beta): 8.69 / 5.82 eV

Atoms and positions in Å:
Pt (2.70688, -0.56210, 0.46178)
O (1.47467, 2.25778, -2.09346)
C (1.45646, 1.22114, -1.44439)
O (2.45223, 0.42798, -1.28816)
C (0.13278, 1.02927, -0.79849)
C (-1.06700, 1.16681, -1.51020)
C (-2.19860, 0.68976, -0.91528)
C (-2.18160, 0.02060, 0.32297)
C (-1.00416, -0.10927, 1.00934)
C (0.17106, 0.52113, 0.54700)
O (1.25498, 0.64551, 1.23642)
N (-0.98261, -0.95447, 2.21678)
O (-2.03586, -1.15914, 2.76361)
O (0.09335, -1.42406, 2.53467)
N (-3.49055, 0.81124, -1.62780)
O (-3.45918, 1.32194, -2.72184)
O (-4.46570, 0.39316, -1.04778)
H (-1.09841, 1.60500, -2.49811)
H (-3.09306, -0.40641, 0.72221)
O (3.21029, -1.85771, 3.14973)
C (3.00881, -1.37168, 2.16314)
S (5.08070, -2.57557, -0.88818)
C (4.03452, -1.69091, -0.29396)

---

2.
Here is C9H30B2F3N2O6SV as an isolated structure from OMol25. Energies are from ωB97M-V/def2-TZVPD.

charge: -1
⟨S²⟩: 0.78
molar mass: 423.98 u
multiplicity: 2
energy above the lowest of the compared OMol25 structures with the same formula, charge and spin: 0.00 kcal/mol
energy: -2613.3655 Eh
HOMO-LUMO gap (alpha / beta): 8.20 / 8.54 eV

Atoms and positions in Å:
O (-0.09583, 0.51101, 3.03318)
V (-0.29713, -0.62695, 1.92849)
B (-2.63114, -1.29368, 2.39749)
H (-3.38092, -1.83438, 3.17205)
H (-1.56117, -1.82857, 2.50884)
H (-3.03071, -1.39441, 1.26240)
H (-2.54474, -0.15223, 2.74784)
B (1.24128, -2.04400, 2.93350)
H (0.70033, -2.36650, 1.92582)
H (1.79649, -1.01172, 2.71464)
H (0.47448, -1.90517, 3.85229)
H (2.06668, -2.85065, 3.26733)
C (-2.24846, 3.52548, 1.38505)
F (-1.28159, 4.16396, 0.68022)
F (-1.80187, 3.35342, 2.64451)
F (-3.32083, 4.34491, 1.43640)
S (-2.71889, 1.94882, 0.55433)
O (-2.78717, 2.36006, -0.82943)
O (-1.57341, 1.06131, 0.80386)
O (-3.94659, 1.58938, 1.19630)
C (0.41797, -3.76596, -0.53819)
C (0.05436, -2.41580, -1.08718)
C (-0.64208, -2.56227, -2.43603)
O (-1.31816, -1.40173, -2.84672)
C (-0.47653, -0.37349, -3.37606)
N (-0.86235, -1.68852, -0.12656)
H (0.65657, -3.68489, 0.51878)
H (1.30071, -4.17344, -1.04055)
H (-0.36555, -4.51317, -0.68166)
H (0.94792, -1.79038, -1.15250)
H (-1.38486, -3.36139, -2.40169)
H (0.11234, -2.87623, -3.17568)
H (-0.96074, -0.02615, -4.28795)
H (0.51538, -0.76090, -3.62255)
H (-0.38499, 0.45034, -2.66878)
H (-1.60263, -2.36448, 0.04853)
H (-1.29651, -0.96248, -0.70058)
C (1.26018, 2.74834, 1.37590)
C (1.08666, 1.88885, 0.15059)
C (2.10257, 2.17111, -0.92166)
O (1.98477, 1.20749, -1.94735)
C (2.90610, 1.40074, -2.98028)
N (1.11203, 0.45775, 0.54419)
H (2.17357, 2.47785, 1.91688)
H (0.41967, 2.57491, 2.03390)
H (1.32095, 3.79925, 1.09231)
H (0.09945, 2.08368, -0.27710)
H (3.11759, 2.11886, -0.47690)
H (1.99006, 3.20011, -1.28213)
H (2.71474, 2.30518, -3.57299)
H (2.82045, 0.57001, -3.68480)
H (3.93440, 1.42498, -2.59958)
H (1.12029, -0.08689, -0.31453)
H (2.06683, 0.37864, 0.90382)

---

3.
Here is a 9-piece molecular cluster, C9H30BF4O14S2 overall from OMol25. Energies are from ωB97M-V/def2-TZVPD.

⟨S²⟩: 0.76
molar mass: 513.26 u
multiplicity: 2
energy: -2634.9449 Eh
HOMO-LUMO gap (alpha / beta): 10.69 / 2.58 eV

Atoms and positions in Å:
B (-32.56630, -19.55500, 36.81044)
F (-33.65474, -19.93906, 36.09640)
F (-32.83198, -19.61990, 38.16693)
F (-31.40205, -20.09274, 36.39885)
F (-32.46983, -18.20514, 36.54726)
O (-38.71830, -20.74971, 32.37649)
S (-37.67229, -21.44201, 31.57425)
O (-37.66741, -21.70905, 30.16761)
O (-36.30766, -20.53154, 31.89293)
C (-36.11965, -20.02517, 33.25586)
C (-35.43871, -18.60667, 33.36989)
C (-37.27468, -22.98832, 32.52707)
H (-35.56829, -20.78777, 33.80589)
H (-37.09306, -19.97347, 33.74360)
H (-34.84568, -18.49063, 32.46272)
H (-34.83595, -18.39703, 34.25353)
H (-36.19410, -17.82105, 33.38714)
H (-36.46778, -23.49599, 31.99861)
H (-38.21957, -23.47551, 32.76778)
H (-36.93082, -22.53751, 33.45800)
O (-29.69042, -22.58723, 42.67688)
S (-30.85197, -22.17198, 41.83948)
O (-31.54202, -23.10150, 40.96357)
O (-32.04557, -21.44626, 42.78806)
C (-31.57903, -20.70514, 43.89973)
C (-32.52587, -20.80692, 45.03893)
C (-30.32836, -20.81621, 40.83161)
H (-31.39723, -19.73059, 43.44665)
H (-30.57409, -20.99239, 44.20907)
H (-33.53204, -20.48256, 44.77335)
H (-32.34187, -20.35250, 46.01245)
H (-32.61357, -21.88034, 45.20680)
H (-31.19938, -20.21777, 40.56464)
H (-29.87671, -21.15451, 39.89905)
H (-29.68240, -20.15500, 41.40922)
O (-33.56582, -16.41778, 38.20633)
H (-34.47186, -16.64943, 38.00221)
H (-33.04809, -17.14300, 37.85670)
O (-35.93292, -17.65877, 36.91147)
H (-35.75614, -18.57568, 36.70108)
H (-36.88204, -17.57108, 36.82362)
O (-30.16458, -17.73208, 34.98330)
H (-30.91632, -17.17469, 34.78222)
H (-30.53040, -18.45237, 35.49671)
O (-32.76992, -16.65326, 34.28360)
H (-33.04832, -17.01373, 35.12550)
H (-33.37248, -15.92720, 34.12237)
O (-33.71665, -22.16099, 37.59996)
H (-33.74089, -21.23928, 37.85707)
H (-33.24039, -22.16607, 36.76967)
C (-32.16140, -23.48230, 33.27628)
C (-32.92222, -22.17440, 33.05609)
O (-33.93044, -22.57819, 32.19725)
C (-33.45001, -23.56589, 31.36697)
O (-33.93605, -23.98056, 30.32588)
O (-32.35820, -23.99755, 31.95042)
H (-32.55123, -24.13747, 34.05530)
H (-31.16103, -23.24827, 33.64039)
H (-32.35295, -21.27645, 32.81582)
H (-33.46201, -21.96160, 33.97882)

---

4.
Here is C9H30N6O9 as an isolated structure from OMol25. Energies are from ωB97M-V/def2-TZVPD.

molar mass: 366.37 u
energy above the lowest of the compared OMol25 structures with the same formula, charge and spin: 223.45 kcal/mol
energy: -1366.3341 Eh
HOMO-LUMO gap: 8.31 eV

Atoms and positions in Å:
C (2.98906, -3.54832, 0.30573)
O (2.66334, -4.57341, -0.29696)
N (2.67544, -2.34760, -0.05036)
N (3.74003, -3.63013, 1.37059)
H (1.88278, -2.15104, -0.64463)
H (2.83626, -1.60715, 0.61746)
H (4.01898, -4.56066, 1.64698)
H (3.97979, -2.77768, 1.85634)
C (0.56888, -1.47718, 2.24363)
O (0.62511, -2.58886, 2.86404)
N (1.58680, -0.70882, 1.89310)
N (-0.55483, -0.88499, 1.94879)
H (1.45083, 0.27468, 1.70775)
H (2.50074, -1.11159, 2.04341)
H (-1.37751, -1.33387, 2.32538)
H (-0.53748, -0.05003, 1.38078)
C (-1.05981, -0.24759, -3.21782)
O (-0.94387, 0.74147, -3.95315)
N (-0.04616, -1.02191, -2.92061)
N (-2.17335, -0.47071, -2.58530)
H (0.88018, -0.94405, -3.31548)
H (-0.18274, -1.60597, -2.10801)
H (-2.92923, 0.15156, -2.83333)
H (-2.39538, -1.37026, -2.18329)
C (-3.68081, -0.04910, -0.69056)
C (-4.94833, 0.67219, -1.01207)
O (-4.74886, 2.00971, -0.78113)
O (-3.30140, -0.00672, 0.65971)
H (-2.91048, 0.40140, -1.31645)
H (-3.68780, -1.06925, -1.07442)
H (-5.68869, 0.26208, -0.32522)
H (-5.28277, 0.46729, -2.02906)
H (-4.92324, 2.30275, 0.11628)
H (-3.05845, 0.89709, 0.87352)
C (2.84727, 2.09467, 0.88048)
C (1.61377, 2.91935, 0.49832)
O (0.79427, 3.28820, 1.54861)
O (2.65477, 0.97178, 1.69223)
H (3.47837, 2.83204, 1.37656)
H (3.34224, 1.84696, -0.05853)
H (1.03681, 2.47412, -0.31223)
H (1.88584, 3.86515, 0.02975)
H (0.39090, 4.14828, 1.41021)
H (2.18336, 1.15738, 2.50766)
C (0.57577, 0.36639, -0.91740)
C (-0.55368, 0.99127, -0.10055)
O (-0.03217, 1.13557, 1.27496)
O (0.67829, -0.92468, -0.65970)
H (1.51719, 0.88199, -0.72769)
H (0.45154, 0.56752, -1.98146)
H (-1.44740, 0.36741, -0.08728)
H (-0.88069, 1.98569, -0.40436)
H (0.36834, 2.00621, 1.33134)
H (1.12809, -1.01839, 0.18322)

---

Q: Number 3 is which compound?
A: C9H30BF4O14S2

---

Q: Which formula does entry 2 have?
A: C9H30B2F3N2O6SV

---

Q: Number 4 is which compound?
A: C9H30N6O9

---

Q: Look up the energy of the third one.
A: -2634.9449 Eh